P:
10 unconnected molecules or ions with the total composition C20H60O10, computed with ωB97M-V with the def2-TZVPD basis set.

Computed properties:
HOMO = -9.855 eV
gap between HOMO and LUMO = 0.372 hartree
LUMO energy = 0.27 eV

Each line ends with the Löwdin charge.
Atoms and positions in Å:
C  -18.599  2.500  4.702  -0.0751
C  -20.085  2.104  4.988  -0.3374
O  -20.002  1.349  6.120  -0.0784
H  -18.102  3.168  5.406  0.0667
H  -18.655  2.834  3.666  0.0619
H  -17.843  1.721  4.594  0.0623
H  -20.508  1.531  4.162  0.1102
H  -20.673  3.007  5.146  0.1028
H  -20.777  0.790  6.203  0.0840
C  -21.707  5.978  1.273  -0.0876
C  -22.572  4.763  1.402  -0.3656
O  -23.866  5.198  1.121  -0.0764
H  -21.942  6.628  2.115  0.0791
H  -21.879  6.414  0.289  0.0815
H  -20.671  5.639  1.234  0.0730
H  -22.582  4.254  2.366  0.1090
H  -22.238  4.054  0.645  0.1052
H  -24.498  4.565  1.470  0.0826
C  -16.516  9.193  3.977  -0.0604
C  -17.473  7.916  3.865  -0.3256
O  -16.900  6.966  3.026  -0.0799
H  -16.506  9.706  3.015  0.0670
H  -15.523  8.805  4.204  0.0552
H  -16.798  9.836  4.811  0.0623
H  -18.460  8.242  3.537  0.1015
H  -17.685  7.423  4.814  0.1036
H  -16.345  6.540  3.684  0.0751
C  -22.656  6.564  8.166  -0.0855
C  -22.264  5.227  8.695  -0.3770
O  -21.778  5.361  9.969  -0.0606
H  -22.163  7.424  8.620  0.0769
H  -23.694  6.813  8.385  0.0720
H  -22.501  6.687  7.094  0.0709
H  -21.502  4.693  8.128  0.1092
H  -23.130  4.568  8.763  0.1104
H  -21.498  4.457  10.129  0.0828
C  -16.717  0.706  9.613  -0.0905
C  -16.906  2.185  9.899  -0.3342
O  -17.528  2.305  11.165  -0.0795
H  -16.429  0.760  8.563  0.0723
H  -17.654  0.192  9.828  0.0702
H  -15.916  0.313  10.239  0.0754
H  -17.555  2.633  9.146  0.1034
H  -15.932  2.658  9.771  0.1107
H  -18.395  1.912  11.041  0.0657
C  -21.058  -0.728  12.824  -0.0716
C  -21.792  0.587  12.394  -0.3051
O  -21.413  0.894  11.070  -0.0939
H  -19.969  -0.690  12.856  0.0716
H  -21.368  -1.345  11.980  0.0539
H  -21.434  -1.257  13.700  0.0669
H  -21.420  1.380  13.043  0.1061
H  -22.879  0.540  12.465  0.1073
H  -21.673  0.191  10.470  0.0709
C  -21.389  -3.814  6.518  -0.0804
C  -21.173  -2.953  7.799  -0.3024
O  -22.370  -2.212  8.131  -0.0997
H  -20.438  -4.304  6.312  0.0757
H  -21.697  -3.049  5.806  0.0644
H  -22.331  -4.361  6.559  0.0693
H  -20.465  -2.160  7.558  0.1010
H  -20.794  -3.574  8.611  0.1044
H  -22.841  -2.785  8.742  0.0727
C  -13.917  3.710  -1.556  -0.0720
C  -14.319  4.449  -0.240  -0.3417
O  -15.655  4.163  0.062  -0.0727
H  -13.999  2.650  -1.314  0.0657
H  -12.906  3.870  -1.932  0.0696
H  -14.732  3.971  -2.230  0.0690
H  -14.058  5.507  -0.220  0.1032
H  -13.677  4.049  0.546  0.0938
H  -16.071  4.720  0.725  0.0807
C  -13.127  3.741  5.976  -0.0853
C  -12.551  5.084  5.638  -0.3718
O  -13.235  5.620  4.559  -0.0747
H  -12.696  3.296  6.873  0.0772
H  -12.933  3.050  5.156  0.0765
H  -14.187  3.956  6.116  0.0735
H  -11.548  4.851  5.279  0.1079
H  -12.505  5.803  6.456  0.1141
H  -12.698  6.327  4.193  0.0873
C  -13.904  -0.925  3.212  -0.0844
C  -13.949  -2.464  3.013  -0.3197
O  -12.861  -2.944  2.264  -0.0784
H  -14.780  -0.543  3.737  0.0628
H  -13.869  -0.345  2.289  0.0664
H  -12.999  -0.556  3.695  0.0623
H  -14.782  -2.756  2.374  0.1073
H  -14.158  -3.002  3.938  0.1025
H  -12.023  -2.852  2.724  0.0810


Q:
10 unconnected molecules or ions with the total composition C20H60O10, computed with ωB97M-V with the def2-TZVPD basis set.

Computed properties:
HOMO = -10.126 eV
gap between HOMO and LUMO = 0.383 hartree
LUMO energy = 0.31 eV

Each line ends with the Löwdin charge.
Atoms and positions in Å:
C  1.436  -8.837  -0.888  -0.0838
C  1.300  -7.293  -0.887  -0.3200
O  2.479  -6.564  -1.261  -0.0728
H  1.979  -9.136  -1.784  0.0674
H  0.486  -9.371  -0.859  0.0704
H  2.045  -9.182  -0.052  0.0655
H  0.870  -7.024  0.078  0.0980
H  0.452  -7.014  -1.513  0.0983
H  2.213  -5.647  -1.356  0.0771
C  -5.401  -6.903  2.018  -0.1030
C  -5.828  -5.525  2.448  -0.3699
O  -7.082  -5.263  1.941  -0.0548
H  -4.382  -7.165  2.304  0.0748
H  -5.625  -7.075  0.965  0.0702
H  -6.067  -7.637  2.471  0.0728
H  -5.045  -4.789  2.265  0.1094
H  -5.870  -5.609  3.534  0.1113
H  -7.019  -5.163  0.988  0.0890
C  -5.459  4.986  -3.893  -0.1013
C  -5.996  4.331  -5.178  -0.3076
O  -5.233  3.179  -5.582  -0.0778
H  -5.882  5.970  -3.693  0.0705
H  -4.402  5.238  -3.987  0.0668
H  -5.566  4.385  -2.990  0.0711
H  -6.222  5.092  -5.925  0.1090
H  -6.933  3.981  -4.743  0.0957
H  -5.523  2.945  -6.467  0.0735
C  3.091  -2.269  7.956  -0.0802
C  2.867  -2.022  6.461  -0.3286
O  1.952  -2.905  5.808  -0.0818
H  3.237  -3.339  8.105  0.0724
H  2.259  -1.932  8.574  0.0702
H  4.036  -1.820  8.262  0.0682
H  3.840  -2.074  5.972  0.1016
H  2.499  -1.029  6.203  0.1041
H  2.411  -3.022  4.973  0.0741
C  4.223  8.478  4.779  -0.1028
C  5.515  9.189  4.599  -0.3311
O  6.379  8.201  4.064  -0.0876
H  3.368  9.155  4.776  0.0717
H  4.116  7.958  5.731  0.0733
H  4.175  7.717  4.000  0.0793
H  5.977  9.416  5.560  0.1081
H  5.390  10.128  4.059  0.1077
H  7.249  8.157  4.467  0.0814
C  2.858  6.419  -4.676  -0.0898
C  3.074  7.567  -3.722  -0.3159
O  2.121  8.560  -4.140  -0.1028
H  2.980  6.794  -5.692  0.0793
H  1.873  5.964  -4.569  0.0748
H  3.558  5.615  -4.448  0.0709
H  4.044  8.046  -3.859  0.1042
H  2.984  7.439  -2.643  0.1071
H  2.522  9.400  -3.904  0.0722
C  -0.912  -1.476  -8.084  -0.1096
C  -1.628  -2.277  -7.066  -0.3280
O  -1.735  -1.450  -5.900  -0.0816
H  0.168  -1.625  -8.117  0.0800
H  -1.291  -0.454  -8.074  0.0778
H  -1.223  -1.789  -9.080  0.0697
H  -1.070  -3.194  -6.878  0.1126
H  -2.575  -2.644  -7.461  0.1060
H  -2.274  -0.693  -6.143  0.0732
C  8.945  0.602  5.645  -0.0951
C  9.199  0.152  7.081  -0.2926
O  10.614  0.046  7.372  -0.1053
H  7.880  0.785  5.503  0.0652
H  9.229  -0.113  4.872  0.0695
H  9.385  1.569  5.401  0.0725
H  8.961  -0.897  7.258  0.1019
H  8.630  0.725  7.812  0.1098
H  10.996  -0.712  6.925  0.0740
C  1.506  1.200  0.528  -0.0923
C  0.168  0.585  0.940  -0.2997
O  0.139  -0.694  0.273  -0.1029
H  1.450  1.459  -0.529  0.0715
H  2.319  0.492  0.693  0.0723
H  1.751  2.063  1.147  0.0660
H  -0.731  1.095  0.593  0.1002
H  -0.076  0.643  2.001  0.1057
H  -0.137  -0.653  -0.645  0.0792
C  -10.337  -4.133  -3.421  -0.0893
C  -9.337  -3.001  -3.509  -0.3482
O  -8.090  -3.451  -3.060  -0.0746
H  -10.604  -4.245  -2.370  0.0697
H  -10.023  -5.110  -3.787  0.0770
H  -11.312  -3.952  -3.873  0.0709
H  -9.593  -2.103  -2.947  0.1089
H  -9.301  -2.665  -4.545  0.1017
H  -7.412  -2.787  -3.208  0.0841


Of them, Q has the lowest stability.